(1)
Formula: C6H12NO
Source: OMol25
Level of theory: ωB97M-V/def2-TZVPD

XYZ file:
```
20
C6H12NO | OMol25 | ωB97M-V/def2-TZVPD
C -2.25541 0.55112 -1.12131
O -3.47252 0.26732 -0.60030
C -0.59418 -0.14970 -0.07199
C -0.61622 1.04751 0.87706
C 0.54335 0.00330 1.05756
C 1.97458 0.37248 0.55976
C 2.64151 -0.51154 -0.51980
N -1.23136 -1.38804 0.26558
H -1.96665 1.59916 -1.40238
H -1.88040 -0.09806 -1.97597
H -0.00003 -0.06380 -0.92388
H -0.20304 1.97605 0.46568
H -1.52263 1.20729 1.52075
H 0.30234 -0.60360 1.88648
H 2.68451 0.80450 1.23171
H 3.60170 0.04923 -0.84915
H 2.95357 -1.56980 -0.42776
H 2.02079 -0.52359 -1.41072
H -2.23567 -1.14367 0.39408
H -0.74425 -1.82619 1.04462
```

Calculated values
LUMO level	3.81	eV
net charge	-1
multiplicity	1
relative energy (zero: lowest compared OMol25 entry of this formula, charge and spin)	116.5	kcal per mole
HOMO-LUMO gap	4.99	eV

(2)
Formula: C6H12NO
Source: OMol25
Level of theory: ωB97M-V/def2-TZVPD

XYZ file:
```
20
C6H12NO | OMol25 | ωB97M-V/def2-TZVPD
C 0.40273 1.03908 1.56422
C 0.98992 -1.56902 -0.03436
C 0.41701 -0.25380 -0.22934
C -0.32312 0.92529 0.31017
C 0.65199 -2.69998 -0.96302
C -1.81970 0.71094 0.40292
N -0.04114 2.10996 -0.63044
O 1.69360 -0.43986 -0.59913
H 0.02572 0.53441 2.42902
H 1.42540 1.36584 1.57271
H 1.34840 -1.85193 0.94992
H 1.53464 -3.31558 -1.12063
H 0.31170 -2.32263 -1.92411
H -0.12558 -3.31922 -0.52494
H -2.25408 0.51813 -0.57431
H -2.29438 1.57968 0.85094
H -2.03006 -0.14548 1.03723
H 0.97700 2.23417 -0.71888
H -0.45144 2.96620 -0.23558
H -0.43863 1.93379 -1.56238
```

Calculated values
LUMO level (spin up / spin down)	-3.95 / -3.80	eV
net charge	+1
multiplicity	1
relative energy (zero: lowest compared OMol25 entry of this formula, charge and spin)	80.7	kcal per mole
HOMO-LUMO gap (spin up / spin down)	8.08 / 8.55	eV

(3)
Formula: C6H12NO
Source: OMol25
Level of theory: ωB97M-V/def2-TZVPD

XYZ file:
```
20
C6H12NO | OMol25 | ωB97M-V/def2-TZVPD
C 1.11853 -2.12999 -2.34998
C 0.31093 -1.37818 -1.62576
C 0.29115 -1.40357 -0.12607
C 0.89156 -0.13156 0.50424
C -0.11893 1.01610 0.40724
N 0.56696 2.35815 0.56465
C -1.23157 0.83685 1.42605
O -2.26841 0.32522 1.13285
H 1.18844 -2.19227 -3.42957
H 1.93310 -2.69911 -1.91317
H -0.45665 -0.82398 -2.15823
H 0.78094 -2.26273 0.23729
H -0.71320 -1.53920 0.24186
H 1.16991 -0.35584 1.53671
H 1.79647 0.14680 -0.03448
H -0.58081 0.97730 -0.57230
H 0.30479 2.79412 1.44897
H 0.29029 2.97902 -0.19898
H 1.56524 2.19885 0.43356
H -1.02800 1.16247 2.46541
```

Calculated values
LUMO level	-4.04	eV
net charge	+1
multiplicity	1
relative energy (zero: lowest compared OMol25 entry of this formula, charge and spin)	26.7	kcal per mole
SMILES string	C=CCC[C@H]([NH3+])C=O
HOMO-LUMO gap	9.16	eV

(4)
Formula: C6H12NO
Source: OMol25
Level of theory: ωB97M-V/def2-TZVPD

XYZ file:
```
20
C6H12NO | OMol25 | ωB97M-V/def2-TZVPD
C 2.10319 0.35682 0.09466
C -0.66447 -1.24518 1.28403
C -1.14470 -1.22569 -0.18451
C -0.22932 -0.15586 0.35285
C 2.95268 -0.46591 -0.78896
C -0.81778 1.95374 -0.76319
N -0.77797 1.18288 0.53494
O 2.10231 1.31491 0.76903
H -1.44967 -1.08664 1.99027
H 0.12456 -1.79662 1.66206
H -0.57415 -1.95305 -0.71473
H -2.09883 -1.03265 -0.64089
H 3.30880 -1.49066 -0.31353
H 3.95440 -0.01780 -0.91819
H 2.56334 -0.71680 -1.77223
H 0.18616 1.99705 -1.16560
H -1.48598 1.48544 -1.53536
H -1.19832 2.93605 -0.50601
H -1.74232 0.95081 0.75935
H -0.26119 1.65327 1.19245
```

Calculated values
LUMO level	-3.47	eV
net charge	+1
multiplicity	1
relative energy (zero: lowest compared OMol25 entry of this formula, charge and spin)	88.5	kcal per mole
HOMO-LUMO gap	9.00	eV

(5)
Formula: C6H12NO
Source: OMol25
Level of theory: ωB97M-V/def2-TZVPD

XYZ file:
```
20
C6H12NO | OMol25 | ωB97M-V/def2-TZVPD
C -0.84236 -1.65504 -0.50502
N 0.10188 -0.84230 -0.42102
C 1.38241 -1.08542 -1.03620
C 2.17449 0.11498 -1.58820
C -0.13868 0.38379 0.44879
C -1.42399 0.68865 1.16095
C -1.77757 1.99393 2.00517
O -0.99601 2.81076 2.38372
H -1.83082 -1.57121 0.00254
H -0.62524 -2.51401 -1.10614
H 1.93829 -1.83217 -0.41897
H 1.15670 -1.71426 -1.82547
H 1.56669 0.67423 -2.27401
H 2.23243 0.64031 -0.62686
H 3.18163 -0.28146 -1.88076
H 0.04827 1.23602 -0.20904
H 0.67677 0.33174 1.20660
H -2.21776 0.70757 0.46518
H -1.78267 -0.09541 1.87409
H -2.82447 2.00931 2.34467
```

Calculated values
LUMO level	-4.73	eV
net charge	+1
multiplicity	1
relative energy (zero: lowest compared OMol25 entry of this formula, charge and spin)	43.2	kcal per mole
SMILES string	C=[N+](CC)CCC=O
HOMO-LUMO gap	8.94	eV

(6)
Formula: C6H12NO
Source: OMol25
Level of theory: ωB97M-V/def2-TZVPD

XYZ file:
```
20
C6H12NO | OMol25 | ωB97M-V/def2-TZVPD
O -0.21685 -2.30336 -0.13585
C -0.85703 -1.40040 0.32598
C -0.24140 -0.04807 0.35415
C -0.60951 0.96098 1.27711
C -0.66289 2.41821 0.72682
C 0.82343 3.96023 -0.57174
C 0.29458 2.76637 -0.34209
N 1.08712 -5.09792 -1.29787
H -1.85315 -1.57544 0.76365
H 0.63673 0.04890 -0.27814
H -1.55126 0.57862 1.70393
H 0.09768 0.88359 2.13483
H -0.74456 3.14820 1.53018
H -1.67748 2.41610 0.30093
H 1.49780 4.04772 -1.40382
H 0.64807 4.80606 0.07501
H 0.63757 2.00940 -1.03271
H 0.78705 -4.92623 -2.25042
H 1.26046 -4.22138 -0.83381
H 1.91066 -5.68015 -1.29190
```

Calculated values
LUMO level	-8.34	eV
net charge	+1
multiplicity	1
relative energy (zero: lowest compared OMol25 entry of this formula, charge and spin)	100.0	kcal per mole
HOMO-LUMO gap	3.69	eV

(7)
Formula: C6H12NO2
Source: OMol25
Level of theory: ωB97M-V/def2-TZVPD

XYZ file:
```
21
C6H12NO2 | OMol25 | ωB97M-V/def2-TZVPD
C -0.32873 2.66432 -0.08747
C 0.22976 1.65534 -0.74291
C 0.72768 -1.83494 -0.56454
C 2.13425 -0.27739 0.58307
C 0.57662 0.46157 -1.13691
C -2.48538 -0.11636 0.40433
N 0.74294 -0.59059 -0.00497
O -3.56042 -0.66031 0.79679
O -1.49815 -0.01138 1.15062
H 0.26286 3.51299 0.21054
H 1.32073 -2.64979 -0.00278
H -0.27357 -2.26712 -0.69986
H 1.10620 -1.71510 -1.62713
H 3.01091 -0.65975 -0.02649
H 2.14894 0.82116 0.77938
H 2.24240 -0.65788 1.58193
H 0.82012 0.19597 -2.19428
H -2.34585 0.20538 -0.62256
H 0.02461 -0.21239 0.61737
H -3.45228 -0.72469 1.73435
H -1.40365 2.86098 -0.14848
```

Calculated values
LUMO level	-2.98	eV
net charge	+1
multiplicity	1
relative energy (zero: lowest compared OMol25 entry of this formula, charge and spin)	52.0	kcal per mole
HOMO-LUMO gap	11.53	eV

(8)
Formula: C6H12NO3
Source: OMol25
Level of theory: ωB97M-V/def2-TZVPD

XYZ file:
```
22
C6H12NO3 | OMol25 | ωB97M-V/def2-TZVPD
C 1.48442 1.41808 0.12040
C 0.20882 0.99636 -0.63416
C 2.50679 0.29419 0.36426
C -0.24454 -0.40973 -0.26712
C -1.45321 -0.63596 -1.25403
C -0.75608 -0.24371 1.16007
N 0.76533 -1.33826 -0.59439
O 0.64158 -2.57197 0.20781
O 4.55740 -0.55059 -0.07508
O 3.54830 0.36433 -0.39172
H 2.07869 2.28365 -0.27418
H 1.27296 1.65820 1.10373
H -0.74552 1.53675 -0.53612
H 0.58186 1.16299 -1.57677
H 2.68292 -0.37015 1.16011
H -2.18904 0.04086 -1.12566
H -1.97627 -1.68063 -1.06926
H -1.22926 -0.44263 -2.34160
H 0.07653 -0.73013 1.83888
H -1.56869 -0.92315 1.48771
H -1.04417 0.72419 1.52974
H 1.30255 -3.19759 -0.25051
```

Calculated values
LUMO level (spin up / spin down)	3.55 / 3.55	eV
net charge	-1
multiplicity	1
relative energy (zero: lowest compared OMol25 entry of this formula, charge and spin)	236.8	kcal per mole
HOMO-LUMO gap (spin up / spin down)	5.67 / 5.66	eV

(9)
Formula: C6H12NO3PS
Source: OMol25
Level of theory: ωB97M-V/def2-TZVPD

XYZ file:
```
24
C6H12NO3PS | OMol25 | ωB97M-V/def2-TZVPD
S -0.82732 3.67098 0.59376
O -0.54653 1.38356 -1.33164
O -1.36699 0.86908 1.23992
O 1.22054 1.64893 0.73525
N 0.19456 -1.12078 -0.15335
C -1.29900 0.26002 -1.53368
C -0.56800 0.00087 1.99636
C 1.88311 0.95601 -0.37154
C -0.72557 -1.10660 -1.33245
C -0.43170 -1.35922 1.18372
C 1.58083 -0.59274 -0.26664
P -0.43349 1.75808 0.33294
H -1.57867 0.18032 -2.60106
H -2.25630 0.33486 -0.96420
H -1.17402 -0.25298 2.83620
H 0.34982 0.36514 2.44260
H 2.98972 0.94866 -0.27466
H 1.74671 1.29310 -1.38349
H -0.22976 -1.55166 -2.26101
H -1.58371 -1.78234 -1.17546
H 0.19533 -2.05332 1.75401
H -1.40208 -1.91399 1.17639
H 2.21696 -0.99899 0.53806
H 2.04555 -0.93699 -1.18002
```

Calculated values
LUMO level	0.66	eV
multiplicity	1
relative energy (zero: lowest compared OMol25 entry of this formula, charge and spin)	36.9	kcal per mole
HOMO-LUMO gap	8.98	eV

(10)
Formula: C6H12NO3PS2
Source: OMol25
Level of theory: ωB97M-V/def2-TZVPD

XYZ file:
```
25
C6H12NO3PS2 | OMol25 | ωB97M-V/def2-TZVPD
C 2.03928 -0.69994 -1.01579
C 2.21746 0.09061 -2.10724
C 2.25005 1.79773 -0.13848
C 2.55422 -0.49664 -3.48070
C -3.52212 1.44595 1.31780
C -1.70449 -2.34218 1.70739
N -0.05612 0.12857 -0.04733
O -0.26414 0.43958 2.84274
O -2.08784 1.52325 1.41086
O -2.16140 -0.98745 1.61317
P -1.13833 0.27819 1.69540
S 2.31785 1.76999 -1.90126
S 1.45722 0.16384 0.41446
H 2.09147 -1.82249 -0.77137
H 3.21941 1.68080 0.35160
H 1.52387 2.40010 0.35774
H 3.12096 -1.39012 -3.34957
H 3.01463 0.13770 -4.24514
H 1.58894 -0.63792 -3.84808
H -3.81425 2.41677 1.53970
H -3.91291 0.77314 2.00466
H -3.74191 1.31382 0.31525
H -2.11338 -2.87824 0.87843
H -2.26854 -2.81256 2.47054
H -0.60992 -2.29250 1.98523
```

Calculated values
LUMO level (spin up / spin down)	0.73 / -2.12	eV
multiplicity	3
HOMO-LUMO gap (spin up / spin down)	5.82 / 6.40	eV

What is the multiplicity in the tenth record?
3